The following is a quantum chemistry calculation of 12 unconnected molecules or ions with the total composition C45H117O30P3, from OMol25.

Properties
Gap between HOMO and LUMO (eV): 9.53
SMILES: COP(=O)(OC)OC.COP(=O)(OC)OC.COP(=O)(OC)OC.COCCOC.COCCOC.COCCOC.COCCOC.COCCOC.COCCOC.COCCOC.COCCOC.COCCOC
Maximum force (eV Å⁻¹): 1.91

```
195
C45H117O30P3 | OMol25 | ωB97M-V/def2-TZVPD
C 0.1560 -0.2714 3.2457
O -0.0213 -1.1927 2.1588
P -0.3746 -0.5651 0.7278
O -0.4696 -1.4580 -0.4250
O 0.6129 0.6976 0.5940
C 1.9712 0.4156 0.2614
O -1.7523 0.1976 1.0639
C -2.4890 0.7914 0.0153
H -0.3293 -0.7373 4.1074
H -0.3723 0.6685 3.1044
H 1.1932 -0.1445 3.5466
H 2.7005 0.9290 0.8921
H 2.1593 0.8303 -0.7322
H 2.1919 -0.6523 0.2985
H -3.3809 0.2139 -0.2317
H -1.8952 0.8665 -0.9018
H -2.7794 1.8197 0.2329
C -0.4168 3.2465 -1.7889
O -1.2013 3.0465 -2.9495
P -1.3093 4.2189 -4.0393
O -2.2529 3.9534 -5.1207
O 0.2056 4.4629 -4.4305
C 0.5798 5.6802 -5.0641
O -1.7065 5.4748 -3.1227
C -2.9216 6.1609 -3.3431
H 0.4480 3.9046 -1.9206
H 0.0141 2.3013 -1.4581
H -0.9493 3.6870 -0.9457
H 1.1694 6.3195 -4.4095
H -0.2840 6.2359 -5.4383
H 1.1535 5.4348 -5.9586
H -3.0428 7.0316 -2.6994
H -3.7688 5.4864 -3.2028
H -3.0440 6.5761 -4.3491
C -3.9081 4.6384 0.2593
O -4.9475 4.5545 -0.7152
P -5.8256 3.2070 -0.8626
O -7.0657 3.3671 -1.6309
O -5.9701 2.7767 0.6825
C -6.5074 1.4942 1.0072
O -4.7911 2.0976 -1.3873
C -4.5310 1.8716 -2.7681
H -4.0390 5.5776 0.8063
H -2.9096 4.7384 -0.1674
H -4.0057 3.8586 1.0071
H -5.7325 0.7351 0.8784
H -7.3482 1.2053 0.3686
H -6.8960 1.6102 2.0174
H -4.8932 0.8700 -3.0017
H -3.4556 1.8849 -2.9624
H -4.9409 2.6668 -3.3926
C -3.2085 -1.5914 -2.8442
O -4.5492 -1.7576 -2.4430
C -4.6472 -2.7403 -1.4222
C -5.9462 -2.4962 -0.6791
O -6.9964 -2.7032 -1.6135
C -8.2347 -2.4066 -1.0080
H -2.6112 -1.1123 -2.0570
H -3.1445 -0.9675 -3.7309
H -2.6740 -2.5398 -2.9728
H -3.8028 -2.7345 -0.7223
H -4.6568 -3.6918 -1.9663
H -5.9722 -1.4716 -0.2869
H -6.1107 -3.1623 0.1753
H -8.2459 -1.3350 -0.7879
H -8.4581 -3.0126 -0.1206
H -9.0788 -2.6467 -1.6562
C -1.8006 -1.8873 6.4817
O -2.2543 -3.2150 6.7082
C -3.5852 -3.4065 6.2304
C -3.7828 -3.6121 4.7342
O -3.6578 -2.3530 4.0849
C -3.4865 -2.4733 2.6992
H -2.3128 -1.2113 7.1790
H -1.9497 -1.5808 5.4471
H -0.7348 -1.8372 6.7136
H -4.2665 -2.6778 6.6779
H -3.8311 -4.3609 6.7090
H -4.7951 -3.9901 4.5500
H -3.0715 -4.3474 4.3478
H -2.7311 -3.2115 2.4073
H -3.1924 -1.5334 2.2279
H -4.4436 -2.7244 2.2163
C -2.4980 -8.2803 -0.6272
O -1.5829 -7.2524 -0.8520
C -2.0125 -6.0432 -0.2527
C -1.0180 -4.9131 -0.3852
O 0.1336 -5.1921 0.3949
C 1.2125 -4.3662 0.0499
H -3.5491 -7.9887 -0.7533
H -2.4773 -8.6191 0.4225
H -2.2471 -9.1568 -1.2197
H -2.2659 -6.1363 0.8085
H -2.9175 -5.7602 -0.8043
H -1.4978 -4.0396 0.0727
H -0.7494 -4.7351 -1.4297
H 2.0301 -4.5884 0.7374
H 1.0840 -3.2817 0.1530
H 1.5703 -4.4938 -0.9782
C 1.5293 -3.2015 4.8368
O 2.4478 -2.1115 4.7944
C 3.3388 -2.1597 3.7145
C 4.2249 -0.9397 3.8190
O 3.5470 0.2268 3.4270
C 4.3023 1.3952 3.4517
H 0.8976 -3.1547 3.9436
H 0.9181 -3.0398 5.7203
H 2.0606 -4.1547 4.8781
H 2.8194 -2.2282 2.7454
H 3.9483 -3.0743 3.6506
H 5.0819 -1.0603 3.1338
H 4.7436 -0.8631 4.7818
H 4.5471 1.7423 4.4657
H 3.7294 2.2437 3.0689
H 5.2193 1.2864 2.8610
C 1.4617 1.9699 5.9744
O 0.1706 1.5023 5.6675
C -0.8865 2.1215 6.3669
C -2.1964 1.6430 5.7530
O -2.3369 2.2647 4.4982
C -3.4062 1.7709 3.7063
H 1.6454 3.0001 5.6338
H 2.1215 1.2999 5.4286
H 1.6671 2.0446 7.0476
H -0.8469 3.1938 6.1391
H -0.8260 1.9613 7.4456
H -3.0339 1.9431 6.3984
H -2.2600 0.5555 5.6350
H -3.1847 0.7709 3.3192
H -3.5211 2.5625 2.9702
H -4.3182 1.6688 4.3094
C 7.0217 2.7059 -4.7603
O 5.9228 1.9834 -4.2776
C 5.3608 1.1472 -5.2551
C 4.1517 0.3784 -4.7469
O 2.9727 1.1667 -4.8553
C 2.8549 2.1848 -3.9045
H 6.8574 3.1664 -5.7397
H 7.9083 2.0676 -4.8895
H 7.2969 3.4490 -4.0140
H 6.0964 0.3806 -5.5479
H 5.0666 1.6473 -6.1833
H 4.2760 0.0050 -3.7248
H 3.9955 -0.5147 -5.3505
H 3.5548 3.0221 -3.9647
H 2.9620 1.8382 -2.8658
H 1.8456 2.5943 -3.8954
C 7.2566 -0.0368 -0.7980
O 7.0895 -1.3542 -1.2422
C 6.9406 -2.3079 -0.2029
C 5.5602 -2.3305 0.4717
O 4.4756 -2.7060 -0.3523
C 4.3144 -1.9808 -1.5392
H 8.1514 0.1354 -0.1801
H 6.4098 0.3170 -0.2013
H 7.4348 0.5931 -1.6696
H 7.7066 -2.1714 0.5704
H 7.1634 -3.2542 -0.6977
H 5.3466 -1.3405 0.8964
H 5.5670 -3.0799 1.2644
H 5.0864 -2.1416 -2.2928
H 4.1903 -0.8909 -1.4822
H 3.4250 -2.2930 -2.0944
C 0.2314 -2.5911 -3.5879
O 1.3698 -3.3014 -3.9957
C 1.8304 -2.9386 -5.2726
C 3.0857 -3.7023 -5.6330
O 4.1552 -3.2980 -4.8123
C 5.3903 -3.8445 -5.2155
H 0.3799 -1.5095 -3.5121
H -0.0345 -2.9022 -2.5758
H -0.6557 -2.8308 -4.1849
H 1.9824 -1.8562 -5.3627
H 1.1145 -3.1791 -6.0713
H 3.2903 -3.3945 -6.6659
H 2.8347 -4.7634 -5.5414
H 6.1398 -3.4248 -4.5434
H 5.7272 -3.4613 -6.1876
H 5.4079 -4.9339 -5.2282
C -0.0429 3.3197 2.2423
O 0.3501 4.2327 1.2536
C 1.6706 4.6950 1.3900
C 1.9944 5.8236 0.4219
O 1.0013 6.8326 0.4044
C 0.0209 6.6641 -0.5861
H -0.9677 2.8437 1.9068
H -0.2355 3.7593 3.2248
H 0.6559 2.4803 2.3198
H 2.3486 3.8440 1.2223
H 1.8296 5.0360 2.4220
H 2.1357 5.4276 -0.5889
H 2.9202 6.2938 0.7514
H -0.6411 5.8175 -0.3831
H 0.4314 6.5916 -1.6000
H -0.5966 7.5647 -0.5429
```

The following is a quantum chemistry calculation of 15 unconnected molecules or ions with the total composition C45H120O45S15, from OMol25.

Properties
Gap between HOMO and LUMO (eV): 10.36
Maximum force (eV Å⁻¹): 4.11

```
225
C45H120O45S15 | OMol25 | ωB97M-V/def2-TZVPD
O -10.0692 2.5721 3.5735
S -11.3888 2.6180 2.9984
O -11.6431 1.7962 1.8506
O -12.5206 2.2944 4.1884
C -12.3104 1.0396 4.8412
C -13.4620 0.8468 5.8897
C -11.9307 4.3892 2.7036
H -11.2928 0.9277 5.2155
H -12.5227 0.2323 4.1402
H -13.5794 1.6821 6.5800
H -13.3176 0.0003 6.5611
H -14.4300 0.8983 5.3914
H -11.7291 4.9886 3.5914
H -13.0093 4.4337 2.5529
H -11.3080 4.7246 1.8743
O 5.2376 -3.0325 -3.8294
S 4.0675 -3.5679 -4.5788
O 3.8586 -4.9952 -4.6985
O 2.6895 -2.7600 -4.1957
C 2.8753 -1.3564 -3.6386
C 1.6869 -0.5977 -3.2455
C 4.2374 -2.9704 -6.3108
H 3.4505 -0.8138 -4.3889
H 3.4738 -1.4673 -2.7344
H 0.8974 -0.8965 -3.9352
H 1.7553 0.4881 -3.1781
H 1.3015 -0.9314 -2.2821
H 5.1775 -3.4350 -6.6082
H 4.4233 -1.9060 -6.1670
H 3.4474 -3.3318 -6.9690
O -4.3400 8.3219 -3.0148
S -4.3276 6.9926 -2.3776
O -5.4017 6.5829 -1.4771
O -4.2690 5.8692 -3.5746
C -4.2611 4.5028 -3.2578
C -4.1730 3.7047 -4.5318
C -2.7237 6.6287 -1.4309
H -5.1916 4.3399 -2.7140
H -3.5196 4.2717 -2.4930
H -3.2321 3.6980 -5.0820
H -4.9670 4.0035 -5.2163
H -4.3339 2.6485 -4.3162
H -2.1796 5.9982 -2.1342
H -2.8923 6.1096 -0.4874
H -2.2062 7.5667 -1.2297
O -2.7740 -3.4980 1.9058
S -2.9274 -2.8119 3.1868
O -3.7736 -3.3522 4.2564
O -1.4738 -2.4435 3.9168
C -1.4846 -1.9729 5.2713
C -0.1769 -2.3712 5.9057
C -3.6695 -1.1801 2.7790
H -2.2359 -2.4579 5.8946
H -1.5890 -0.8931 5.3776
H 0.6681 -1.9833 5.3368
H -0.0845 -3.4569 5.9361
H -0.0281 -1.9693 6.9079
H -3.4751 -0.4055 3.5208
H -4.7457 -1.3482 2.8207
H -3.4165 -0.7794 1.7974
O 0.6629 2.9212 3.1739
S 1.8328 3.5391 3.8292
O 2.0677 4.9660 3.6223
O 1.8108 3.1004 5.4401
C 2.7662 3.8134 6.2588
C 2.7203 2.9752 7.5938
C 3.2918 2.6073 3.2475
H 2.5157 4.8726 6.3186
H 3.8002 3.8555 5.9163
H 3.4809 3.1955 8.3429
H 2.9829 1.9367 7.3920
H 1.7300 2.8944 8.0419
H 3.1949 2.4678 2.1708
H 3.2600 1.6633 3.7916
H 4.1945 3.1721 3.4804
O 1.3920 6.3624 -5.4489
S 1.6404 6.1371 -6.8803
O 1.7503 4.7376 -7.3258
O 0.4473 6.9008 -7.7792
C -0.1335 8.0675 -7.2304
C 0.1183 9.1620 -8.2300
C 3.0882 7.0914 -7.4519
H 0.2916 8.2743 -6.2483
H -1.1734 7.7506 -7.1519
H -0.1761 9.0656 -9.2751
H 1.1745 9.3992 -8.3570
H -0.2735 10.0750 -7.7816
H 2.8840 8.1308 -7.1949
H 2.9249 7.1245 -8.5290
H 4.0506 6.6568 -7.1817
O -9.4213 8.7026 7.1019
S -9.1489 10.0044 6.5846
O -10.1732 10.7660 5.8810
O -8.4488 10.8737 7.7199
C -8.4073 12.3718 7.6012
C -8.8980 13.0955 8.8189
C -7.6304 9.9418 5.4773
H -8.9872 12.6835 6.7325
H -7.3341 12.5478 7.5288
H -9.8889 12.7338 9.0935
H -9.0024 14.1554 8.5868
H -8.1676 13.0246 9.6248
H -7.5911 10.8427 4.8651
H -7.7287 9.0508 4.8571
H -6.8136 9.7417 6.1708
O -3.1204 3.9048 -14.0896
S -4.5292 3.7921 -13.6606
O -5.5554 4.5009 -14.3560
O -5.0226 2.2273 -13.6877
C -5.0280 1.5557 -14.9111
C -4.0411 0.4265 -14.7950
C -4.5966 3.9088 -11.8147
H -4.7909 2.1441 -15.7975
H -6.0280 1.1417 -15.0408
H -3.1442 1.0450 -14.7617
H -4.1736 -0.1039 -15.7380
H -4.1789 -0.2895 -13.9847
H -5.6589 3.8698 -11.5736
H -4.1584 4.8667 -11.5347
H -4.0953 3.0396 -11.3888
O -6.6786 15.9625 -2.2043
S -5.6755 16.3750 -3.2457
O -5.7704 17.6137 -3.9824
O -4.1798 16.2627 -2.5499
C -3.6789 15.0176 -2.1759
C -2.3082 14.7269 -2.7974
C -5.5200 14.9912 -4.5162
H -4.3148 14.1502 -2.3528
H -3.6681 14.9695 -1.0870
H -2.3176 14.8106 -3.8842
H -1.8694 13.7466 -2.6117
H -1.5910 15.3796 -2.2997
H -6.4300 14.8809 -5.1060
H -5.2362 14.0233 -4.1029
H -4.7440 15.3516 -5.1915
O -10.0807 5.7890 -9.0906
S -10.3238 5.8938 -7.6403
O -11.5901 6.4328 -7.1843
O -10.1438 4.3307 -6.9860
C -10.7323 4.1246 -5.7052
C -10.3748 2.7518 -5.1474
C -8.9342 6.8019 -6.8803
H -11.7857 4.3491 -5.8722
H -10.4116 4.8548 -4.9621
H -10.6214 1.8921 -5.7704
H -10.9725 2.5084 -4.2690
H -9.3336 2.6672 -4.8362
H -9.0687 6.8288 -5.7990
H -9.0393 7.7929 -7.3218
H -8.0228 6.2598 -7.1327
O -9.0209 -4.3938 -13.7237
S -8.6602 -4.4308 -12.3349
O -7.5899 -5.3260 -11.8217
O -8.4784 -2.8688 -11.7996
C -8.4081 -2.6974 -10.3976
C -7.8832 -1.3192 -10.0952
C -10.2615 -4.9791 -11.4166
H -7.6684 -3.3946 -10.0040
H -9.2849 -2.9077 -9.7853
H -8.4876 -0.4438 -10.3330
H -6.9791 -1.1822 -10.6883
H -7.7636 -1.3173 -9.0117
H -10.5558 -5.9779 -11.7389
H -11.0224 -4.2828 -11.7690
H -10.1193 -4.8800 -10.3405
O -12.8827 9.1257 -2.9417
S -13.6965 10.2760 -2.4656
O -14.7622 10.0526 -1.4832
O -12.6741 11.4426 -1.9318
C -11.4678 11.6773 -2.6070
C -10.4627 11.6251 -1.4860
C -14.4440 11.1974 -3.9717
H -11.4170 12.6523 -3.0917
H -11.2216 10.9406 -3.3717
H -9.4276 11.7293 -1.8113
H -10.4998 10.6907 -0.9259
H -10.5191 12.3663 -0.6888
H -14.7842 12.1867 -3.6656
H -15.3362 10.6240 -4.2235
H -13.6961 11.2549 -4.7625
O 1.9664 -5.7188 -11.1574
S 0.5557 -6.0799 -10.9299
O 0.1907 -7.1196 -9.9975
O -0.2589 -4.6530 -10.6026
C -1.0495 -4.5398 -9.4015
C -1.2670 -3.0982 -9.1017
C -0.2855 -6.3935 -12.6487
H -0.5683 -5.0136 -8.5460
H -2.0517 -4.9626 -9.4720
H -1.7927 -2.6139 -9.9246
H -0.3026 -2.6237 -8.9208
H -1.7560 -3.0532 -8.1286
H 0.0834 -5.6004 -13.2992
H -1.3422 -6.3300 -12.3892
H -0.0710 -7.4195 -12.9476
O -2.1202 11.5189 3.6293
S -1.4475 12.2037 4.7284
O -1.8820 13.5234 5.1331
O -1.4460 11.3012 6.1229
C -0.9982 11.9197 7.3264
C -1.6564 11.3276 8.5794
C 0.4079 12.2876 4.3778
H -1.1687 12.9963 7.3308
H 0.0875 11.8492 7.3925
H -1.4886 10.2510 8.6087
H -2.7252 11.4204 8.3862
H -1.3512 11.7725 9.5265
H 0.7010 11.2622 4.1524
H 0.7678 12.6322 5.3473
H 0.5162 12.9310 3.5047
O -8.9101 -5.1274 -3.5625
S -7.7563 -4.8791 -2.7206
O -6.6590 -4.0341 -3.1967
O -8.2583 -4.4636 -1.2003
C -9.3218 -5.0870 -0.5788
C -9.1716 -5.1411 0.9638
C -7.0015 -6.5345 -2.3801
H -9.3728 -6.1171 -0.9316
H -10.2315 -4.5807 -0.9017
H -8.8874 -4.1505 1.3189
H -8.3289 -5.7742 1.2415
H -10.0981 -5.4996 1.4125
H -6.2902 -6.7836 -3.1675
H -7.8402 -7.2268 -2.4532
H -6.4235 -6.4603 -1.4589
```

Sequential relative energy (zero: lowest compared OMol25 entry of this formula, charge and spin) output: 0.0, 224.7 kcal per mole
Sequential DFT total energy output: -137849.6933, -303260.6139 eV
Sequential HOMO output: -9.2, -10.5 eV